A structure of composition C2H2F2LiOPm. Source: the OMol25 dataset; level of theory: ωB97M-V/def2-TZVPD.

CARTESIAN COORDINATES (ANGSTROEM)
1 F 1.9374 -0.0039 -0.9666
2 C 0.7659 0.5413 -0.0894
3 C -0.5172 -0.1073 -0.1336
4 O -0.6256 -1.2201 0.6894
5 H 1.2561 0.5892 0.8934
6 H -0.7817 -0.3221 -1.1920
7 Pm -1.5099 -3.3273 1.5153
8 Li -1.2149 1.9774 -0.0847
9 F 0.6901 1.8728 -0.6319

Results
Multiplicity   6
Largest force on an atom   4.063 eV/A
E_HOMO (spin up / spin down)   -9.283 / -9.385 eV
Total energy   -967.9211 a.u.
Gap between HOMO and LUMO (spin up / spin down)   3.908 / 4.058 eV
Molecular weight   232.0 g/mol
Total charge   +1
Lowest unoccupied orbital energy (spin up / spin down)   -5.375 / -5.328 eV

Mulliken atomic charge list, values in e, 5 entries: number 1, F, carries -0.38; number 2, C, carries 0.62; number 3, C, carries -1.03; number 4, O, carries -0.77; number 5, H, carries 0.18